Density functional theory data (wB97M-V/def2-TZVPD) for a molecular structure, C5H9BO2S.

Geometry as XYZ:
```
18
Properties=species:S:1:pos:R:3:forces:R:3
B 0.22358 -0.81417 1.08392 0.520 0.985 -2.452
C 0.40714 1.57514 0.09273 -1.700 -0.235 0.234
C -0.55819 2.41938 0.45948 -1.367 -0.978 0.361
C -1.89872 0.18849 -0.42976 4.981 4.726 -0.881
C 0.09637 0.10735 -0.23909 -4.260 1.717 1.124
C 0.77954 -0.37217 -1.45184 1.363 -4.029 0.797
O 1.27255 -0.43704 1.82747 0.555 0.217 0.955
O -0.49095 -1.94537 1.15923 -0.607 2.247 -3.896
S -2.27078 1.80969 0.43722 0.927 -0.967 -0.466
H 1.38298 1.97441 0.15114 1.259 -0.142 -0.049
H -0.49732 3.39353 0.95820 0.405 -0.304 -0.615
H -2.14425 0.29595 -1.46989 0.022 -0.054 -0.451
H -2.28861 -0.62376 -0.01073 -1.534 -3.155 1.959
H 0.80133 0.31222 -2.28918 0.162 -0.264 -0.192
H 0.52303 -1.47759 -1.65376 -0.866 1.773 -0.613
H 1.77523 -0.78222 -1.08038 -0.073 1.697 -0.688
H 1.50620 -1.06051 2.50529 0.267 -0.316 0.677
H -0.55259 -2.47013 1.86828 -0.056 -2.920 4.197
```
Positions in Å, forces in eV/Å.

Results
E_tot in a.u.: -769.4394
Net charge: 0
2S+1: 1
ΔE to the lowest compared entry with this formula, charge and spin in kJ/mol: 112.32
E_HOMO in hartree: -0.28105
Orbital gap in eV: 7.80